(1)
# C6H27NO7

7 unconnected molecules or ions with the total composition C6H27NO7 in a non-equilibrium geometry (ωB97M-V/def2-TZVPD, the OMol25 dataset).

XYZ file:
```
41
Properties=species:S:1:pos:R:3:forces:R:3
C 0.821595 0.285669 -1.578443 -0.28 0.69 0.00
N 0.407328 -0.494046 -0.421307 -0.29 -0.54 0.26
C 1.395369 -1.410199 0.147627 0.16 -0.78 -1.22
C 0.801672 -2.439152 1.122854 -0.83 0.80 0.26
C -0.201382 -1.753187 2.103040 1.32 -1.26 -0.64
O 0.467843 -0.675180 2.695643 -0.26 0.58 1.51
C 1.398508 1.673801 -1.255205 0.37 -0.29 0.70
C 1.438168 2.599153 -2.451769 0.88 0.28 -0.55
H -0.021601 0.432121 -2.251739 -0.18 -0.05 0.14
H 1.535302 -0.285158 -2.157049 0.31 -0.28 -0.02
H -0.078595 0.042139 0.279184 0.03 0.47 0.01
H 1.672684 -1.993970 -0.727019 0.40 -0.20 -0.10
H 2.343138 -0.958360 0.454649 -0.14 0.33 0.55
H 1.539173 -2.915246 1.766490 0.39 0.20 -0.22
H 0.354887 -3.227223 0.517788 -0.30 0.03 0.19
H -1.183700 -1.552393 1.666615 0.11 0.48 -0.08
H -0.347057 -2.467635 2.916261 -0.29 0.18 0.05
H 0.779926 0.054136 2.156590 -0.35 -0.41 -0.65
H 0.847825 2.122447 -0.428011 -0.40 -0.08 -0.27
H 2.390562 1.519440 -0.815302 0.18 0.17 -0.17
H 1.445237 3.669589 -2.238095 -0.38 -0.09 0.39
H 0.632689 2.372776 -3.134848 -0.42 0.11 -0.15
H 2.356993 2.499992 -3.036335 0.01 -0.41 0.00
H -2.459722 0.440736 -0.693135 0.23 0.02 0.01
H -3.130551 0.428104 -2.016167 0.11 0.11 -0.34
O -2.259615 0.589066 -1.631051 -0.57 -0.18 0.27
H 0.405401 2.195831 2.724140 -0.25 -0.66 0.02
H 0.466400 3.133636 1.636525 0.00 -0.13 -0.70
O 0.268148 2.192517 1.761265 -0.12 0.89 0.88
H -1.185520 -1.736003 -0.775102 0.22 -0.37 0.19
H -1.999621 -2.931384 -0.131838 0.05 0.19 0.17
O -1.614758 -2.602779 -0.946263 -0.18 -0.14 0.19
H -2.952853 1.624508 1.915929 0.14 -0.22 -0.40
H -2.308594 2.040391 0.580362 -0.03 -0.05 0.17
O -2.789825 1.319947 1.009017 -0.05 0.27 0.30
H 3.638151 1.607507 2.335948 0.05 -0.03 0.09
H 2.169070 1.592111 1.891356 0.20 0.18 -0.01
O 2.749513 1.829987 2.627190 0.14 -0.08 -0.11
H -1.765085 -1.135137 -2.710252 0.13 0.35 -0.37
H -2.066317 -2.553654 -2.808199 0.24 0.05 -0.46
O -1.807114 -1.819604 -3.391014 -0.33 -0.11 0.14
```
Forces are in eV/Å.

Values from the calculation:
strongest force on any atom	1.9	eV/Å
highest occupied orbital energy	-8.85	eV
charge	0
DFT total energy	-826.19784	Eh
energy relative to the best compared isomer or geometry (same formula, charge and spin)	160.2	kJ/mol
HOMO-LUMO gap	8.87	eV

Here are the Löwdin charges for atoms 1 to 2, given in e:
1 C -0.22
2 N -0.07

(2)
# C9H14

2 unconnected molecules or ions with the total composition C9H14 (ωB97M-V/def2-TZVPD, the OMol25 dataset).

XYZ file:
```
23
Properties=species:S:1:pos:R:3:forces:R:3
C -0.609546 2.190808 1.560422 -0.36 -0.47 0.76
C -0.779361 2.049701 3.091234 0.65 0.69 -0.02
H 0.196186 2.866460 1.298710 0.11 0.07 -0.07
H -0.374645 1.196443 1.198710 0.07 0.04 -0.48
H -1.532893 2.514880 1.079356 0.09 0.13 -0.01
H -1.809654 1.886572 3.388728 -0.11 -0.18 0.00
H -0.152465 1.236270 3.465252 -0.20 -0.05 0.00
H -0.426557 2.945364 3.625738 -0.24 -0.15 -0.18
C -1.990317 -0.738305 -1.679785 0.11 0.11 -0.06
C 0.489322 -0.344154 -1.942429 0.89 0.07 -0.06
C -0.579132 -0.704880 -1.145453 -0.51 -0.57 -0.22
C 1.791080 -0.425407 -1.452752 0.20 0.05 0.21
C -0.331302 -1.177491 0.141462 0.00 -0.24 -0.36
C 2.038049 -0.897791 -0.174802 -0.48 0.08 -0.09
C 0.960145 -1.294854 0.610346 0.47 0.25 0.57
H 0.375307 -0.040858 -2.971957 -0.35 0.14 -0.09
H 2.657775 -0.122768 -2.031434 -0.27 0.01 -0.27
H -2.611434 -1.323418 -1.011946 -0.20 -0.07 0.09
H -2.053503 -1.197304 -2.672196 0.13 0.13 0.12
H -1.164400 -1.536800 0.731258 -0.01 0.12 0.14
H 3.054630 -0.935300 0.179632 0.09 -0.12 0.20
H 1.135617 -1.634641 1.626878 -0.03 -0.12 -0.12
H -2.418122 0.261353 -1.740907 -0.04 0.09 -0.06
```
Forces are in eV/Å.

Values from the calculation:
strongest force on any atom	1.0	eV/Å
highest occupied orbital energy	-9.11	eV
charge	0
DFT total energy	-351.32222	Eh
energy relative to the best compared isomer or geometry (same formula, charge and spin)	20.9	kJ/mol
HOMO-LUMO gap	10.13	eV

Here are the Löwdin charges for atoms 1 to 2, given in e:
1 C -0.15
2 C -0.16

(3)
# C21H39NO6PS2

3 unconnected molecules or ions with the total composition C21H39NO6PS2 in a non-equilibrium geometry (ωB97M-V/def2-TZVPD, the OMol25 dataset).

XYZ file:
```
70
Properties=species:S:1:pos:R:3:forces:R:3
C 7.018914 -0.264722 1.657645 0.27 0.31 0.37
O 6.505115 0.832912 0.921026 -0.52 -0.61 0.01
C 6.016949 0.477411 -0.357588 0.39 0.81 -0.99
C 4.871527 1.422506 -0.764524 -0.21 -1.29 1.23
C 3.723259 1.233302 0.257340 -0.43 0.47 0.16
C 2.961506 2.526714 0.632895 -0.05 -0.69 -0.46
C 1.520753 2.153848 1.048882 -0.01 1.16 0.22
C 1.415547 1.603396 2.498995 0.45 -0.38 -0.45
C 1.089394 0.085655 2.653412 0.24 0.91 1.37
N 0.211644 -0.458188 1.599796 0.32 -0.24 0.12
C -0.934280 0.172294 1.386378 -0.50 1.17 0.56
C -1.832203 -0.210224 0.434232 -0.89 -0.57 -1.27
C -1.539475 -1.310243 -0.353796 1.03 -0.48 0.17
C -0.323833 -1.991249 -0.113310 -1.02 0.42 -0.34
C 0.518330 -1.546426 0.875023 0.63 -0.98 -0.18
P 2.058972 -2.530588 1.152156 1.38 0.15 -0.26
O 3.302034 -1.746368 1.285968 -0.25 0.11 0.35
H 8.105505 -0.334942 1.499712 -0.23 -0.21 0.07
H 6.820595 -0.068031 2.719277 0.19 0.02 -0.20
H 6.533741 -1.220284 1.418651 0.04 0.22 -0.19
H 6.820688 0.590973 -1.107332 -0.04 -0.19 0.21
H 5.679834 -0.569588 -0.404688 -0.06 0.21 0.24
H 4.506682 1.050287 -1.728552 0.20 0.59 -0.09
H 5.196598 2.465731 -0.792784 0.07 -0.19 -0.20
H 2.985276 0.538541 -0.172164 0.19 0.10 -0.01
H 4.054298 0.753153 1.186026 0.25 0.05 -0.28
H 2.964535 3.182305 -0.248468 -0.31 -0.07 0.19
H 3.467562 3.085087 1.431492 -0.06 -0.16 -0.11
H 1.118144 1.489221 0.274983 -0.01 -0.03 0.24
H 0.906079 3.065992 1.011674 0.06 -0.23 -0.05
H 2.405321 1.738389 2.955168 -0.24 -0.13 0.04
H 0.738492 2.196725 3.123354 -0.07 -0.15 -0.32
H 0.540430 -0.021633 3.599078 0.04 -0.18 -0.26
H 2.018238 -0.471464 2.779948 -0.25 -0.21 -0.65
H -1.135757 1.038736 2.010158 0.14 -0.18 -0.03
H -2.780586 0.300160 0.252619 0.54 0.00 0.35
H -2.195886 -1.656975 -1.145275 -0.06 0.14 0.20
H -0.043258 -2.855336 -0.706809 -0.07 0.08 0.11
H 1.794827 -3.403953 2.233831 -0.37 0.14 -0.21
H 2.152721 -3.358781 0.006342 -0.74 0.02 0.25
C -7.124280 0.238309 3.406888 0.10 0.13 0.03
C -7.192866 1.528045 2.582433 -0.10 -0.08 -0.01
C -5.821205 1.726123 1.926566 -0.22 0.33 0.04
S -5.120942 0.084839 1.724078 -0.91 0.14 0.26
O -3.943506 -0.019612 2.560173 0.24 -0.06 -0.29
O -5.076677 -0.251040 0.317662 0.56 -0.04 0.05
C -6.464013 -0.798487 2.503239 -0.21 -0.12 0.26
H -8.110843 -0.087438 3.731483 0.02 -0.03 -0.01
H -6.512560 0.400684 4.297289 -0.02 -0.05 0.01
H -7.958116 1.426229 1.810492 0.02 0.00 0.00
H -7.460886 2.386250 3.196289 0.03 0.01 -0.03
H -5.903048 2.201182 0.951437 0.16 -0.07 -0.03
H -5.149682 2.299226 2.564097 0.08 -0.10 -0.01
H -6.072883 -1.656882 3.045386 0.12 -0.01 -0.11
H -7.143026 -1.127436 1.716639 0.08 0.01 -0.06
C -1.328537 -1.193161 -5.526534 0.21 0.05 0.04
C -1.123201 -1.875026 -4.168740 -0.58 -0.03 -0.06
C 0.362239 -1.915042 -3.885739 0.16 -0.44 0.28
S 1.094115 -0.515027 -4.738608 -0.33 0.29 -0.13
O 1.970313 -1.008782 -5.764365 0.11 0.05 0.12
O 1.530239 0.459302 -3.769582 0.17 -0.10 0.01
C -0.434125 0.047913 -5.493425 -0.32 -0.13 -0.15
H -2.370696 -0.931530 -5.702047 0.02 0.00 0.01
H -1.011373 -1.865265 -6.326551 0.01 0.04 -0.02
H -1.623099 -1.292851 -3.389109 -0.06 0.05 -0.09
H -1.553639 -2.876875 -4.156870 -0.01 0.02 0.02
H 0.565882 -1.823884 -2.820765 0.26 0.05 -0.07
H 0.820659 -2.820732 -4.280426 0.12 0.09 -0.03
H -0.228218 0.460577 -6.478201 0.16 0.03 0.06
H -0.854259 0.816046 -4.843962 0.07 0.03 0.00
```
Forces are in eV/Å.

Values from the calculation:
strongest force on any atom	1.8	eV/Å
highest occupied orbital energy	-11.08	eV
charge	+1
DFT total energy	-2467.21382	Eh
HOMO-LUMO gap	6.89	eV

Here are the Löwdin charges for atoms 1 to 2, given in e:
1 C -0.10
2 O -0.19